Record 1
{
  "formula": "C38H30BiF12N3O2S2",
  "method": "ωB97M-V/def2-TZVPD",
  "symbols": ["Bi", "C", "C", "C", "C", "C", "N", "C", "C", "C", "C", "C", "C", "C", "C", "O", "C", "F", "F", "F", "C", "F", "F", "F", "C", "C", "C", "O", "C", "F", "F", "F", "C", "F", "F", "F", "H", "H", "H", "H", "H", "H", "H", "H", "H", "H", "H", "H", "S", "C", "N", "C", "C", "N", "C", "C", "C", "C", "C", "C", "C", "C", "S", "C", "C", "C", "C", "C", "C", "C", "H", "H", "H", "H", "H", "H", "H", "H", "H", "H", "H", "H", "H", "H", "H", "H", "H", "H"],
  "xyz": [[0.4486, 0.0805, -0.0440], [-0.7547, -4.6427, 4.7036], [-0.7639, -3.8491, 3.4201], [-1.9502, -3.4032, 2.8414], [-1.9266, -2.6787, 1.6700], [-0.7277, -2.3744, 1.0148], [-0.7680, -1.6328, -0.1940], [-1.5465, -2.0323, -1.2840], [-2.1518, -3.2978, -1.2593], [-3.0759, -3.6973, -2.2031], [-3.4457, -2.8549, -3.2418], [-4.5004, -3.2318, -4.2531], [-2.7597, -1.6559, -3.3415], [-1.7785, -1.2433, -2.4376], [-0.9711, 0.0167, -2.8160], [0.2295, 0.1930, -2.1593], [-0.5379, -0.0352, -4.3322], [0.4194, 0.8679, -4.5699], [-0.0444, -1.2372, -4.6291], [-1.5241, 0.2323, -5.2113], [-1.8424, 1.2811, -2.5514], [-2.9474, 1.3831, -3.2888], [-2.2292, 1.2560, -1.2498], [-1.1424, 2.4143, -2.7111], [0.4810, -2.7563, 1.6193], [0.4232, -3.5060, 2.7995], [1.8768, -2.4182, 1.0474], [1.9472, -1.4307, 0.0868], [2.8645, -1.9998, 2.2163], [2.2216, -1.3394, 3.1959], [3.4872, -3.0485, 2.7861], [3.8107, -1.1794, 1.7645], [2.4380, -3.6880, 0.3411], [2.3978, -4.7934, 1.1010], [1.7100, -3.9340, -0.7512], [3.7085, -3.5002, -0.0356], [-1.7620, -4.9498, 4.9862], [-0.3425, -4.0461, 5.5218], [-0.1375, -5.5381, 4.6092], [-2.9001, -3.6271, 3.3141], [-2.8542, -2.3407, 1.2210], [-1.8922, -3.9797, -0.4600], [-3.5172, -4.6855, -2.1243], [-4.9749, -4.1768, -3.9896], [-4.0735, -3.3339, -5.2533], [-5.2795, -2.4686, -4.3066], [-2.9856, -1.0242, -4.1898], [1.3459, -3.8367, 3.2599], [-1.7387, 0.7418, 1.8806], [-1.3783, 2.3419, 2.1533], [-2.3401, 3.2590, 2.2845], [-1.9640, 4.6561, 2.4845], [-0.8701, 4.9802, 1.5048], [0.2633, 4.0987, 1.7844], [1.5793, 4.6329, 1.4139], [1.6082, 4.9800, -0.0584], [1.8060, 6.2857, -0.4871], [1.8201, 6.5846, -1.8458], [1.6269, 5.5789, -2.7813], [1.4209, 4.2699, -2.3595], [1.4164, 3.9776, -1.0051], [0.0674, 2.8310, 2.1898], [1.2720, 1.7897, 2.6490], [-3.7530, 2.8893, 2.1819], [-4.2939, 2.2008, 3.4171], [-3.9979, 2.6775, 4.6891], [-4.5270, 2.0579, 5.8124], [-5.3637, 0.9591, 5.6699], [-5.6628, 0.4804, 4.4015], [-5.1247, 1.0967, 3.2805], [-1.6062, 4.8142, 3.5058], [-2.8347, 5.2850, 2.3238], [-0.5381, 6.0104, 1.6229], [-1.2197, 4.8529, 0.4771], [2.3178, 3.8759, 1.6547], [1.7842, 5.5169, 2.0204], [1.9539, 7.0741, 0.2440], [1.9779, 7.6056, -2.1708], [1.6387, 5.8117, -3.8390], [1.2613, 3.4756, -3.0795], [1.2564, 2.9557, -0.6794], [-3.8697, 2.2332, 1.3195], [-4.3085, 3.8080, 1.9935], [-3.3426, 3.5349, 4.8101], [-4.2854, 2.4336, 6.7989], [-5.7751, 0.4734, 6.5457], [-6.3058, -0.3831, 4.2846], [-5.3361, 0.7053, 2.2906]],
  "lumo_ev": -1.3,
  "homo_ev": -7.27,
  "orbital_gap_ev": 6.01,
  "fmax_ev_per_a": 0.729,
  "total_charge": 0
}



Record 2
{
  "formula": "C38H30BrN4O2S2Ti",
  "method": "ωB97M-V/def2-TZVPD",
  "symbols": ["Ti", "Br", "C", "C", "C", "C", "O", "C", "C", "N", "C", "C", "C", "C", "C", "C", "C", "C", "N", "C", "C", "H", "H", "H", "H", "H", "H", "H", "H", "H", "H", "C", "C", "C", "C", "C", "C", "C", "C", "S", "C", "N", "C", "C", "C", "C", "C", "C", "C", "C", "H", "H", "H", "H", "H", "H", "H", "H", "H", "H", "H", "H", "H", "H", "H", "H", "O", "N", "C", "C", "C", "C", "C", "S", "H", "H", "H", "H"],
  "xyz": [[-0.4397, 0.0139, 0.0473], [0.5514, 7.2655, 0.1900], [0.2836, 5.3978, 0.5112], [0.8818, 4.8204, 1.6215], [0.6453, 3.4654, 1.8446], [-0.1420, 2.7158, 0.9884], [-0.4145, 1.4291, 1.2573], [-0.6889, 3.2921, -0.1917], [-1.3916, 2.5392, -1.1596], [-1.5232, 1.1679, -1.1753], [-2.0455, 0.6243, -2.3462], [-2.1255, 1.2855, -3.5641], [-2.6529, 0.6570, -4.7080], [-3.1249, -0.6239, -4.6811], [-3.0866, -1.3370, -3.4576], [-3.5537, -2.6586, -3.3151], [-3.4893, -3.2785, -2.0972], [-2.9539, -2.5682, -1.0094], [-2.5025, -1.3437, -1.1116], [-2.5533, -0.7182, -2.3027], [-0.4839, 4.6792, -0.3768], [1.4984, 5.4026, 2.2908], [1.0590, 2.9691, 2.7153], [-1.8663, 3.1006, -1.9521], [-1.7324, 2.2854, -3.6646], [-2.6699, 1.2146, -5.6375], [-3.5205, -1.1021, -5.5688], [-3.9636, -3.1686, -4.1801], [-3.8517, -4.2885, -1.9571], [-2.9129, -3.0136, -0.0205], [-0.9146, 5.1671, -1.2422], [0.8629, -3.0921, 6.6472], [0.7638, -1.6123, 6.2496], [1.1761, -0.7359, 7.4397], [-0.6939, -1.3018, 5.9092], [1.6947, -1.3539, 5.0650], [3.0819, -1.5267, 5.2255], [3.9686, -1.3095, 4.1910], [3.4596, -0.9291, 2.9533], [4.2939, -0.5607, 1.4827], [2.7461, -0.2559, 0.7105], [1.7138, -0.4258, 1.4697], [2.0837, -0.7795, 2.7593], [1.2071, -0.9717, 3.8289], [2.6427, 0.1890, -0.6798], [3.8003, 0.3594, -1.4436], [3.7050, 0.8086, -2.7462], [2.4468, 1.0892, -3.2676], [1.3088, 0.9144, -2.4916], [1.3532, 0.4512, -1.1719], [0.2113, -3.3003, 7.5000], [1.8826, -3.3658, 6.9235], [0.5571, -3.7303, 5.8151], [0.5091, -0.9146, 8.2870], [1.1176, 0.3213, 7.1748], [2.1959, -0.9457, 7.7651], [-1.3199, -1.4992, 6.7826], [-1.0607, -1.9121, 5.0823], [-0.8264, -0.2556, 5.6279], [3.4769, -1.8300, 6.1876], [5.0336, -1.4306, 4.3427], [0.1549, -0.8139, 3.6479], [4.7764, 0.1470, -1.0187], [4.5968, 0.9464, -3.3451], [2.3525, 1.4497, -4.2863], [0.3539, 1.1578, -2.9394], [0.1174, -1.9639, -0.3141], [0.0226, -2.9582, 0.5529], [0.7493, -4.0619, 0.2751], [0.7290, -5.1575, 1.0905], [-0.0688, -5.1114, 2.2404], [-0.7991, -3.9852, 2.5086], [-0.7752, -2.8548, 1.6605], [-1.6512, -1.4341, 1.9444], [1.3330, -3.9760, -0.6286], [1.3275, -6.0200, 0.8384], [-0.1071, -5.9566, 2.9155], [-1.4243, -3.9170, 3.3877]],
  "lumo_ev": [2.3, 2.3],
  "homo_ev": [-1.87, -1.97],
  "orbital_gap_ev": [4.13, 4.24],
  "fmax_ev_per_a": 0.864,
  "total_charge": -1
}



Record 3
{
  "formula": "C38H30FN7O9S2Sc",
  "method": "ωB97M-V/def2-TZVPD",
  "symbols": ["Sc", "C", "C", "O", "N", "C", "C", "C", "C", "C", "C", "N", "H", "H", "H", "H", "H", "H", "H", "H", "H", "H", "F", "C", "C", "C", "C", "O", "C", "C", "N", "C", "C", "C", "C", "C", "C", "N", "C", "C", "N", "C", "C", "C", "O", "O", "H", "H", "H", "H", "H", "H", "H", "H", "H", "H", "H", "H", "H", "H", "H", "H", "H", "H", "S", "C", "C", "C", "C", "N", "C", "C", "C", "S", "C", "N", "H", "H", "O", "C", "C", "O", "C", "C", "O", "C", "O", "O"],
  "xyz": [[0.3505, 2.1321, -1.9230], [3.9438, 3.0198, 0.5177], [3.5049, 2.3775, -0.7726], [2.3103, 2.2149, -0.9881], [4.4715, 1.9687, -1.5952], [4.2341, 1.3276, -2.8795], [3.8795, 2.2713, -4.0023], [4.2888, 1.9864, -5.2996], [3.8821, 2.8212, -6.3260], [3.1038, 3.9257, -6.0235], [2.7582, 4.1374, -4.6993], [3.1304, 3.3300, -3.7068], [3.1327, 3.6388, 0.8961], [4.8419, 3.6248, 0.3852], [4.1553, 2.2295, 1.2418], [5.4125, 2.2285, -1.3616], [3.4101, 0.6235, -2.7394], [5.1225, 0.7565, -3.1422], [4.8951, 1.1100, -5.4975], [4.1608, 2.6024, -7.3505], [2.7534, 4.6021, -6.7912], [2.1407, 4.9811, -4.4189], [-1.0776, -3.5771, 1.0623], [-1.2678, -2.3665, 1.6365], [-0.8520, -1.2729, 0.9516], [-1.0101, -0.0215, 1.5230], [-0.5113, 1.1042, 0.7504], [-0.0681, 0.8387, -0.3511], [-0.5610, 2.3957, 1.3632], [-1.1907, 2.4889, 2.5592], [-1.7122, 1.4337, 3.2693], [-2.4589, 1.6725, 4.4762], [-2.0059, 2.7293, 5.4260], [-1.8667, 1.2812, 5.7996], [-1.5959, 0.1371, 2.7708], [-2.0306, -1.0086, 3.4548], [-1.8567, -2.2740, 2.9009], [-2.2658, -3.4147, 3.6600], [-2.6206, -4.6713, 3.0101], [-1.4521, -5.6278, 2.7860], [-0.6895, -5.7881, 4.0818], [-0.2698, -4.4521, 4.6466], [-1.5340, -3.6371, 4.8928], [0.0308, 3.6598, 0.7179], [0.3550, 4.5660, 1.4780], [0.1233, 3.6394, -0.5557], [-0.3750, -1.3631, -0.0245], [-1.3029, 3.4626, 3.0148], [-3.5283, 1.5368, 4.3665], [-2.7697, 3.3202, 5.9108], [-1.0998, 3.2727, 5.1954], [-2.5258, 0.8670, 6.5513], [-0.8675, 0.8647, 5.7908], [-2.5251, -0.9247, 4.4142], [-3.0834, -4.4767, 2.0473], [-3.3648, -5.1706, 3.6430], [-0.7541, -5.2395, 2.0554], [-1.7935, -6.6108, 2.4648], [0.1212, -6.3836, 3.9263], [-1.2889, -6.2502, 4.7657], [0.3573, -3.9625, 3.9015], [0.3032, -4.6275, 5.5552], [-1.2554, -2.6862, 5.3367], [-2.1757, -4.1707, 5.6062], [2.4055, -0.8701, -0.6637], [1.2096, -1.7309, -1.5842], [0.7395, -2.9455, -1.0476], [-0.0887, -3.8227, -1.7256], [-0.5059, -5.0209, -1.0354], [-0.7938, -5.9461, -0.4108], [-0.4872, -3.5027, -3.0285], [-0.1055, -2.2689, -3.5564], [0.6776, -1.3386, -2.8636], [0.9257, 0.2286, -3.6422], [-1.2864, -4.4165, -3.8042], [-1.9241, -5.1465, -4.4263], [1.0793, -3.2154, -0.0555], [-0.4584, -1.9970, -4.5437], [-4.4136, 4.4641, -5.0612], [-3.4900, 3.9956, -4.4487], [-2.0078, 4.1994, -4.7520], [-1.5476, 4.8619, -5.6602], [-1.3123, 3.4294, -3.7310], [-2.2013, 2.7434, -2.9004], [-1.7520, 1.9497, -1.9910], [-3.5873, 3.0852, -3.2244], [-4.6085, 2.7525, -2.6601], [-0.0330, 3.3097, -3.5385]],
  "lumo_ev": 0.0,
  "homo_ev": -3.60,
  "orbital_gap_ev": 3.59,
  "fmax_ev_per_a": 0.979,
  "total_charge": -1
}